Record 1
The following is a DFT calculation (the ωB97M-V functional and the def2-TZVPD basis) of a molecular structure, C24H35N8O2Re.

Output
energy relative to the best compared isomer or geometry (same formula, charge and spin) = 0.6725 eV
Kohn-Sham gap (spin up / spin down) = 6.24 / 6.53 eV
LUMO energy (spin up / spin down) = -0.3273 / -0.3494 hartree

```
! RIJCOSX wB97M-V def2-TZVPD def2/J DEFGRID3
* xyz 3 4
Re 0.687 1.404 -2.017
N 2.794 2.000 -2.438
C 3.402 3.096 -1.622
C 2.627 4.396 -1.745
C 1.275 4.410 -1.056
N 0.267 3.553 -1.757
H 3.420 1.196 -2.401
H 2.867 2.305 -3.408
H 4.436 3.242 -1.939
H 3.418 2.771 -0.582
H 2.529 4.691 -2.796
H 3.232 5.181 -1.286
H 0.886 5.428 -1.011
H 1.356 4.040 -0.033
H 0.081 3.982 -2.664
H -0.625 3.636 -1.267
C -0.300 -5.243 6.799
O -0.373 -3.904 7.324
C -0.815 -2.915 6.588
C -1.218 -3.053 5.235
C -1.689 -1.964 4.558
C -1.771 -0.718 5.218
C -1.396 -0.586 6.579
C -0.898 -1.663 7.245
N -2.373 0.360 4.650
N -2.750 0.694 3.564
C -2.293 0.641 2.250
C -3.287 0.735 1.285
C -2.992 0.842 -0.073
C -1.673 0.947 -0.476
O -1.299 1.121 -1.727
C -0.643 0.899 0.511
N 0.635 1.090 0.032
C 1.644 1.047 0.889
C 1.457 0.854 2.262
C 0.189 0.715 2.761
C -0.914 0.720 1.879
H 0.106 -5.839 7.608
H 0.369 -5.274 5.939
H -1.299 -5.592 6.539
H -1.187 -4.019 4.754
H -2.042 -2.062 3.540
H -1.526 0.369 7.068
H -0.602 -1.608 8.283
H -4.317 0.731 1.614
H -3.785 0.895 -0.805
H 2.635 1.175 0.478
H 2.319 0.845 2.913
H 0.042 0.606 3.826
C -1.662 -0.529 -5.199
N -0.456 -0.120 -4.478
C -0.244 1.312 -4.441
C 0.316 -0.977 -3.770
N 1.005 -0.476 -2.725
N 0.364 -2.272 -4.077
C 0.282 -2.774 -5.455
C 0.820 -3.249 -3.093
H -2.477 0.132 -4.900
H -1.924 -1.544 -4.921
H -1.533 -0.464 -6.279
H -0.159 1.715 -5.453
H 0.752 1.560 -3.990
H -1.076 1.817 -3.941
H 1.778 -1.056 -2.423
H 0.266 -1.950 -6.159
H -0.602 -3.396 -5.592
H 1.171 -3.374 -5.648
H 0.542 -2.930 -2.091
H 1.900 -3.405 -3.153
H 0.327 -4.197 -3.300
*
```



Record 2
The following is a DFT calculation (the ωB97M-V functional and the def2-TZVPD basis) of a molecular structure, C24H35OP2S3Tb.

Output
Kohn-Sham gap (spin up / spin down) = 5.58 / 6.57 eV
LUMO energy (spin up / spin down) = 0.0124 / 0.0032 hartree

```
! RIJCOSX wB97M-V def2-TZVPD def2/J DEFGRID3
* xyz 0 7
Tb 8.565 -7.451 13.788
C 7.162 -4.489 17.367
P 7.903 -4.720 15.678
C 6.577 -4.090 14.598
C 9.215 -3.353 15.619
C 10.606 -3.966 15.945
P 10.887 -5.555 15.021
C 12.239 -6.279 16.033
C 11.746 -5.173 13.481
H 6.604 -3.545 17.413
H 8.061 -4.440 18.061
H 6.416 -5.225 17.581
H 6.686 -3.028 14.449
H 5.586 -4.373 14.949
H 6.660 -4.558 13.574
H 9.003 -2.576 16.413
H 9.136 -2.789 14.662
H 10.647 -4.177 17.013
H 11.437 -3.319 15.680
H 12.974 -5.499 16.378
H 12.875 -6.999 15.470
H 11.877 -6.813 16.908
H 11.490 -4.129 13.152
H 11.497 -5.912 12.695
H 12.809 -5.210 13.651
C 6.493 -6.169 9.833
C 7.580 -5.572 10.720
C 7.566 -4.038 10.896
C 8.922 -6.077 10.185
C 7.693 -6.341 12.033
H 6.402 -5.643 8.850
H 5.430 -6.130 10.266
H 6.661 -7.222 9.610
H 7.501 -3.648 9.904
H 8.496 -3.604 11.313
H 6.800 -3.612 11.516
H 9.251 -5.680 9.186
H 8.897 -7.134 10.186
H 9.756 -5.704 10.856
H 6.739 -6.885 12.356
O 6.719 -7.718 14.719
C 6.208 -8.980 14.304
C 4.749 -8.762 13.827
C 4.025 -9.523 12.926
C 2.682 -9.117 12.839
C 2.370 -8.147 13.686
S 3.717 -7.573 14.672
C 6.303 -9.966 15.470
C 5.528 -11.027 15.701
C 5.628 -11.527 17.031
C 6.735 -11.092 17.717
S 7.453 -9.902 16.759
C 7.101 -9.525 13.138
C 6.963 -9.364 11.763
C 7.945 -10.113 11.052
C 8.718 -10.869 11.850
S 8.472 -10.513 13.587
H 4.422 -10.387 12.380
H 1.965 -9.599 12.130
H 1.395 -7.738 13.937
H 4.737 -11.357 15.053
H 4.929 -12.346 17.394
H 7.011 -11.308 18.726
H 6.354 -8.624 11.259
H 8.006 -9.976 9.965
H 9.424 -11.633 11.605
*
```



Record 3
The following is a DFT calculation (the ωB97M-V functional and the def2-TZVPD basis) of a molecular structure, C24H36AsF6MnO18.

Output
Kohn-Sham gap (spin up / spin down) = 5.71 / 5.14 eV
LUMO energy (spin up / spin down) = -0.2234 / -0.2443 hartree

```
! RIJCOSX wB97M-V def2-TZVPD def2/J DEFGRID3
* xyz 1 6
Mn 4.289 -0.146 2.456
As 0.866 -0.772 1.027
F -0.776 -1.271 0.417
F 1.654 -1.752 -0.291
F 2.362 -0.134 1.672
F -0.009 0.136 2.289
F 1.098 -2.167 2.095
F 0.707 0.658 -0.101
C -3.919 0.290 5.083
C -2.935 0.650 3.917
C -3.180 -0.093 2.571
O -3.396 0.912 1.588
C -3.337 2.105 2.189
O -3.694 3.166 1.741
O -3.025 2.032 3.486
H -3.499 0.491 6.068
H -4.029 -0.790 5.182
H -4.942 0.665 5.050
H -1.973 0.238 4.220
H -4.001 -0.810 2.536
H -2.273 -0.683 2.438
C 1.752 -0.864 -4.070
C 1.415 0.376 -5.026
C 0.802 1.643 -4.301
O 1.662 2.724 -4.632
C 2.764 2.272 -5.152
O 3.820 2.912 -5.286
O 2.674 0.854 -5.418
H 2.617 -1.468 -4.345
H 0.866 -1.472 -4.257
H 1.898 -0.684 -3.005
H 0.799 0.173 -5.902
H 0.716 1.575 -3.217
H -0.178 1.876 -4.717
C -2.127 -3.846 -1.635
C -2.320 -3.970 -0.139
C -3.539 -3.173 0.285
O -4.309 -4.100 1.002
C -3.561 -5.298 1.046
O -3.926 -6.386 1.606
O -2.439 -5.293 0.349
H -1.293 -4.500 -1.891
H -1.993 -2.882 -2.124
H -2.903 -4.324 -2.233
H -1.545 -3.419 0.395
H -3.862 -2.636 -0.607
H -3.124 -2.455 0.993
C 2.145 5.972 2.509
C 2.107 4.738 1.649
C 3.293 4.722 0.658
O 3.768 3.400 0.689
C 3.194 2.878 1.834
O 3.587 1.918 2.364
O 2.420 3.671 2.479
H 1.228 6.071 3.090
H 2.237 6.918 1.976
H 2.874 6.118 3.306
H 1.174 4.619 1.098
H 3.986 5.560 0.732
H 2.747 4.915 -0.266
C 2.569 -5.965 -0.164
C 3.771 -5.332 0.504
C 4.495 -4.340 -0.373
O 4.897 -3.370 0.484
C 4.162 -3.329 1.561
O 4.158 -2.351 2.302
O 3.413 -4.394 1.569
H 2.683 -6.934 -0.650
H 2.175 -5.302 -0.935
H 1.773 -6.234 0.530
H 4.428 -6.075 0.957
H 3.891 -4.015 -1.220
H 5.401 -4.844 -0.709
C -3.098 1.908 -2.489
C -3.002 2.876 -1.339
C -1.474 3.069 -0.906
O -1.463 4.495 -0.809
C -2.647 5.054 -0.946
O -2.919 6.275 -0.829
O -3.420 4.261 -1.701
H -3.201 0.937 -2.005
H -2.277 2.016 -3.197
H -3.992 2.072 -3.090
H -3.646 2.567 -0.516
H -0.774 2.530 -1.544
H -1.308 2.566 0.046
*
```



Record 4
The following is a DFT calculation (the ωB97M-V functional and the def2-TZVPD basis) of a molecular structure, C24H36B3F3O7.

Output
Kohn-Sham gap = 9.80 eV
LUMO energy = 0.0199 hartree

```
! RIJCOSX wB97M-V def2-TZVPD def2/J DEFGRID3
* xyz 0 1
C 4.224 -2.849 4.617
C 3.958 -3.294 3.215
O 2.699 -2.800 2.771
C 2.529 -2.941 1.372
C 2.707 -1.594 0.666
O 2.175 -0.531 1.415
C 3.147 0.222 2.094
C 2.573 0.793 3.413
O 1.170 0.796 3.416
C 0.604 -0.337 4.072
B -0.947 -0.100 4.234
O -1.763 -1.224 4.307
B -2.740 -1.037 3.334
C -2.931 -1.978 2.092
C -3.446 -3.402 2.422
O -2.350 -4.257 2.706
O -3.508 0.115 3.509
B -2.593 1.160 3.374
C -2.821 2.194 2.217
C -1.769 3.320 2.112
C -0.860 3.145 0.943
F -0.061 2.119 1.051
F -0.140 4.251 0.774
F -1.543 2.985 -0.188
O -1.518 1.162 4.243
H 5.111 -3.331 5.009
H 4.389 -1.780 4.679
H 3.407 -3.079 5.293
H 4.729 -2.883 2.561
H 3.946 -4.380 3.138
H 1.576 -3.397 1.127
H 3.306 -3.620 1.019
H 3.752 -1.431 0.416
H 2.195 -1.670 -0.292
H 3.524 1.046 1.487
H 3.999 -0.398 2.367
H 2.980 0.241 4.258
H 2.923 1.819 3.500
H 0.725 -1.201 3.421
H 1.087 -0.577 5.024
H -1.954 -2.076 1.623
H -3.560 -1.449 1.381
H -3.942 -3.780 1.535
H -4.117 -3.352 3.269
H -2.096 -4.712 1.896
H -3.830 2.588 2.267
H -2.783 1.619 1.292
H -1.206 3.417 3.031
H -2.295 4.243 1.906
C 1.580 -0.497 -5.194
C 0.394 0.081 -4.762
C 0.298 0.591 -3.475
C 1.391 0.531 -2.621
C 2.577 -0.045 -3.054
C 2.671 -0.563 -4.338
H 1.653 -0.898 -6.197
H -0.457 0.135 -5.430
H -0.629 1.037 -3.137
H 1.317 0.933 -1.617
H 3.430 -0.090 -2.388
H 3.596 -1.016 -4.674
C -1.871 3.250 -7.014
C -2.920 2.993 -7.886
C -4.088 2.409 -7.415
C -4.210 2.088 -6.070
C -3.162 2.348 -5.197
C -1.991 2.925 -5.670
H -0.959 3.703 -7.382
H -2.827 3.249 -8.934
H -4.903 2.203 -8.096
H -5.122 1.637 -5.702
H -3.258 2.100 -4.148
H -1.172 3.123 -4.990
*
```



F_max? In order: 0.012, 0.068, 0.144, 0.033 hartree/bohr.